1.
# H14NaO7

H14NaO7 as an isolated structure (the ωB97M-V functional and the def2-TZVPD basis, OMol25).

The geometry in XYZ format:
```
22
Properties=species:S:1:pos:R:3
Na -0.12 -0.09 -0.23
O 0.91 -1.58 1.45
H 0.98 -2.43 1.00
H 1.50 -1.66 2.21
O -0.47 -2.29 -1.22
H -1.13 -2.30 -1.92
H -0.92 -2.70 -0.47
O 2.37 0.45 -0.04
H 3.05 0.93 -0.53
H 2.83 -0.30 0.36
O 0.06 0.44 -2.70
H -0.82 0.66 -3.04
H 0.62 1.18 -2.97
O -2.44 0.22 -1.37
H -3.08 -0.41 -1.01
H -2.91 1.07 -1.30
O -1.25 0.42 1.92
H -0.98 0.05 2.77
H -2.06 0.92 2.10
O 1.37 2.32 2.00
H 1.58 1.96 1.13
H 0.88 3.13 1.86
```

Output
energy relative to the best compared isomer or geometry (same formula, charge and spin)	0.402	eV
E_HOMO	-13.957	eV
charge	+1


2.
# C3H4ClNS

One molecule with the formula C3H4ClNS in a non-equilibrium geometry (the ωB97M-V functional and the def2-TZVPD basis, OMol25).

The geometry in XYZ format:
```
10
Properties=species:S:1:pos:R:3
C -0.27 0.77 -0.13
C 0.09 -0.54 0.04
C 1.48 -1.03 0.14
H -1.76 2.11 0.07
H -2.22 0.31 -0.17
H 0.59 1.51 0.06
H 1.64 -2.14 0.58
N -1.57 1.17 -0.15
S 2.94 -0.26 -0.23
Cl -0.91 -1.91 -0.21
```

Output
energy relative to the best compared isomer or geometry (same formula, charge and spin)	1.155	eV
E_HOMO	-8.275	eV
SMILES string	N/C=C(\Cl)C=S


3.
# C13H34IN2O5

C13H34IN2O5 as an isolated structure in a non-equilibrium geometry (the ωB97M-V functional and the def2-TZVPD basis, OMol25).

The geometry in XYZ format:
```
55
Properties=species:S:1:pos:R:3
I 0.46 0.13 -1.09
C 1.55 -4.62 3.71
O 1.26 -4.08 2.47
C 2.32 -3.21 2.11
C 1.64 -2.07 1.19
N 1.88 -2.16 -0.27
C 0.87 -3.06 -0.90
C 1.47 -4.42 -1.05
O 0.63 -5.36 -1.81
C -0.64 -5.67 -1.25
H 0.57 -4.81 4.15
H 2.08 -3.94 4.38
H 2.17 -5.51 3.60
H 3.12 -3.77 1.64
H 2.75 -2.57 2.88
H 1.85 -1.05 1.50
H 0.59 -2.20 1.44
H 1.53 -1.30 -0.66
H 0.72 -2.82 -1.95
H -0.13 -3.00 -0.47
H 1.67 -4.96 -0.12
H 2.39 -4.48 -1.62
H -1.14 -4.73 -0.99
H -0.53 -6.37 -0.42
H -1.14 -6.21 -2.05
C -3.38 5.82 -2.40
O -2.87 4.60 -1.91
C -1.79 4.27 -2.87
C -1.19 2.80 -2.75
N -0.61 2.65 -1.42
C 0.44 3.62 -1.03
C 1.00 3.11 0.31
O 0.11 3.09 1.42
C 0.67 2.83 2.69
H -3.97 5.68 -3.31
H -2.84 6.69 -2.77
H -3.98 6.22 -1.58
H -1.02 5.04 -2.88
H -2.18 4.28 -3.89
H -0.42 2.67 -3.51
H -2.01 2.15 -3.03
H -0.31 1.69 -1.48
H 0.11 4.66 -1.11
H 1.24 3.65 -1.78
H 1.85 3.77 0.48
H 1.36 2.09 0.21
H 0.28 3.47 3.49
H 1.75 2.92 2.80
H 0.39 1.79 2.87
C -2.01 0.40 1.75
O -1.35 1.19 0.73
H -2.61 -0.42 1.36
H -1.36 -0.17 2.41
H -2.59 1.04 2.41
H -0.64 0.64 0.38
```

Output
energy relative to the best compared isomer or geometry (same formula, charge and spin)	5.678	eV
E_HOMO	-3.585	eV
charge	-1


4.
# C39H48N12ORuTe2

C39H48N12ORuTe2 as an isolated structure in a non-equilibrium geometry (the ωB97M-V functional and the def2-TZVPD basis, OMol25).

The geometry in XYZ format:
```
103
Properties=species:S:1:pos:R:3
Ru -3.26 -0.55 -0.63
N -4.23 2.56 -1.44
C -3.25 2.47 -0.53
N -2.75 3.49 0.20
N -1.79 3.02 0.95
N -1.64 1.77 0.75
N -2.60 1.36 -0.18
C -4.28 1.71 -2.48
N -4.66 1.96 -3.71
N -4.58 0.79 -4.43
N -4.18 -0.16 -3.57
N -4.02 0.36 -2.39
H -4.55 3.49 -1.76
N -3.79 -2.39 -1.54
C -5.11 -3.18 -1.38
C -5.85 -3.04 -0.06
C -7.08 -2.10 -0.15
C -6.76 -0.65 -0.46
N -5.59 -0.24 0.41
H -3.73 -2.37 -2.57
H -3.01 -2.98 -1.22
H -4.94 -4.25 -1.56
H -5.79 -2.83 -2.18
H -5.01 -2.70 0.56
H -6.21 -3.98 0.37
H -7.61 -2.14 0.83
H -7.67 -2.45 -0.92
H -7.62 -0.07 -0.37
H -6.43 -0.59 -1.49
H -5.69 -0.65 1.36
H -5.48 0.78 0.43
C -0.87 -1.00 -4.32
Te -0.54 -1.18 -2.22
C -0.02 0.92 -2.51
C 0.70 0.86 -3.82
C 1.78 1.64 -4.08
C 2.43 1.61 -5.35
C 1.87 0.82 -6.33
C 0.77 0.05 -6.03
C 0.23 -0.03 -4.76
H -1.83 -0.59 -4.43
H -0.84 -1.92 -4.83
H 0.69 1.31 -1.79
H -0.99 1.35 -2.49
H 2.26 2.29 -3.34
H 3.24 2.26 -5.50
H 2.25 0.81 -7.37
H 0.38 -0.54 -6.92
C 4.10 6.19 1.30
C 3.58 4.76 1.25
C 3.93 3.92 0.24
C 3.35 2.67 0.08
C 4.10 1.76 -0.87
C 2.31 2.34 0.94
Te 1.32 0.47 0.82
N -2.25 -1.46 0.62
C -1.51 -2.61 0.92
O -1.37 -3.62 0.20
C -0.78 -2.40 2.20
C 0.30 -3.23 2.41
C 1.06 -3.04 3.56
C 0.66 -2.15 4.53
C -0.57 -1.48 4.44
C -1.25 -1.53 3.21
C 2.86 -0.74 1.57
C 3.43 -0.62 2.85
C 3.12 0.40 3.91
C 4.39 -1.57 3.21
C 4.92 -2.54 2.39
C 6.01 -3.50 2.87
C 4.39 -2.58 1.11
C 3.30 -1.83 0.75
C 2.71 -2.21 -0.55
C 1.90 3.21 1.96
C 0.79 2.77 2.93
C 2.58 4.38 2.14
H 3.35 6.78 0.69
H 5.04 6.45 0.83
H 4.14 6.58 2.33
H 4.67 4.15 -0.49
H 5.02 1.45 -0.27
H 4.41 2.34 -1.75
H 3.66 0.86 -1.17
H 0.53 -3.93 1.57
H 1.95 -3.61 3.74
H 1.33 -1.92 5.38
H -0.94 -0.92 5.21
H -2.25 -1.15 3.05
H 2.06 0.18 4.14
H 3.30 1.45 3.54
H 3.75 0.29 4.77
H 4.91 -1.42 4.13
H 5.87 -4.40 2.27
H 6.08 -3.69 3.92
H 6.93 -3.10 2.39
H 4.79 -3.35 0.53
H 3.26 -3.08 -1.03
H 2.64 -1.41 -1.28
H 1.68 -2.48 -0.46
H 1.15 1.74 3.25
H -0.11 2.74 2.30
H 0.66 3.47 3.75
H 2.37 5.08 2.94
```

Output
energy relative to the best compared isomer or geometry (same formula, charge and spin)	1.117	eV
E_HOMO (spin up / spin down)	-10.289 / -10.714	eV
charge	+1
spin multiplicity	6


5.
# C5H6Br2S

One molecule with the formula C5H6Br2S in a non-equilibrium geometry (the ωB97M-V functional and the def2-TZVPD basis, OMol25).

The geometry in XYZ format:
```
14
Properties=species:S:1:pos:R:3
C -1.33 -0.71 0.99
C -1.16 -1.75 0.15
C -0.47 0.48 0.72
C 0.16 0.32 -0.68
C 1.56 0.83 -0.89
S 0.05 -1.46 -1.04
Br -1.00 1.29 -1.99
Br 0.84 0.54 2.58
H -2.06 -0.86 1.85
H -1.64 -2.67 0.24
H -0.91 1.39 0.77
H 2.17 0.14 -0.41
H 1.85 1.65 -0.39
H 1.93 0.80 -1.90
```

Output
energy relative to the best compared isomer or geometry (same formula, charge and spin)	0.207	eV
E_HOMO	-8.689	eV
SMILES string	C[C@@]1(Br)SC=C[C@H]1Br


6.
# C17H64N20O15

A 15-piece molecular cluster, C17H64N20O15 overall in a non-equilibrium geometry (the ωB97M-V functional and the def2-TZVPD basis, OMol25).

The geometry in XYZ format:
```
116
Properties=species:S:1:pos:R:3
C 1.31 3.50 3.50
C 1.39 2.97 2.04
O 1.36 1.55 1.94
H 2.32 3.37 3.97
H 0.46 3.17 4.07
H 1.22 4.56 3.52
H 2.23 3.44 1.59
H 0.58 3.34 1.48
H 0.57 1.24 2.41
C -2.10 2.66 0.62
C -2.79 2.94 1.94
O -1.79 2.84 2.94
H -2.73 2.95 -0.19
H -1.88 1.61 0.40
H -1.21 3.19 0.37
H -3.41 2.24 2.35
H -3.26 3.91 1.98
H -1.97 3.64 3.45
C 2.24 -4.54 0.97
O 1.87 -5.47 1.95
N 3.42 -4.13 0.74
N 1.42 -3.65 0.52
H 4.23 -4.66 1.22
H 3.62 -3.75 -0.21
H 0.45 -3.96 0.51
H 1.75 -2.78 0.05
C -0.91 -0.06 3.59
O -0.67 0.80 4.67
N -1.22 -1.34 3.73
N -1.05 0.42 2.38
H -1.01 -1.48 4.77
H -1.51 -2.07 3.10
H -1.30 1.48 2.40
H -1.20 -0.07 1.47
C 4.16 2.07 -0.33
O 4.26 3.28 0.29
N 4.73 1.70 -1.45
N 3.37 1.08 0.05
H 5.65 2.11 -1.73
H 4.15 1.30 -2.11
H 2.66 1.23 0.76
H 3.16 0.31 -0.57
C -0.69 -0.48 -0.85
O -1.41 -0.70 -2.12
N -0.93 -1.21 0.19
N 0.37 0.30 -0.72
H -1.83 -1.82 0.23
H -0.17 -1.29 0.89
H 0.61 0.98 -1.54
H 0.83 0.59 0.12
C 1.34 4.98 -0.54
O 1.04 3.77 -1.16
N 0.43 5.92 -0.42
N 2.54 5.37 -0.17
H -0.53 5.73 -0.72
H 0.68 6.69 0.16
H 3.24 4.63 -0.13
H 2.80 6.25 0.23
C 2.44 -1.32 2.46
O 2.62 -0.45 3.43
N 3.40 -1.61 1.68
N 1.28 -1.85 2.26
H 4.24 -0.97 1.60
H 3.40 -2.67 1.34
H 0.43 -1.46 2.78
H 1.15 -2.58 1.53
C 1.55 0.87 -3.34
O 2.91 0.84 -3.41
N 0.85 1.87 -2.85
N 0.81 -0.11 -3.73
H 1.19 2.80 -2.45
H -0.13 1.87 -3.08
H 1.36 -0.92 -3.91
H -0.06 -0.30 -3.36
C 2.86 -2.22 -1.80
O 2.10 -2.48 -2.92
N 2.47 -1.42 -0.80
N 4.07 -2.71 -1.52
H 1.57 -0.91 -0.86
H 2.85 -1.38 0.22
H 4.52 -3.26 -2.29
H 4.67 -2.17 -0.84
C -4.38 -0.67 -0.04
O -3.66 -1.91 0.10
N -4.78 -0.28 -1.18
N -4.79 0.02 0.98
H -4.47 -0.88 -2.01
H -4.90 0.71 -1.36
H -4.50 -0.23 1.92
H -5.12 0.96 0.81
C -3.97 -1.43 -4.22
O -4.66 -2.16 -5.15
N -3.58 -1.80 -3.04
N -3.76 -0.14 -4.43
H -3.73 -2.77 -2.73
H -2.68 -1.35 -2.65
H -4.27 0.18 -5.32
H -3.15 0.53 -3.95
C -2.20 2.51 -2.60
O -1.81 2.12 -3.89
H -3.00 1.93 -2.26
H -2.47 3.57 -2.40
H -1.30 2.35 -1.99
H -2.43 2.53 -4.52
C -1.02 -4.14 -1.18
O -0.71 -5.00 -0.08
H -1.56 -4.57 -2.01
H -0.23 -3.50 -1.62
H -1.67 -3.43 -0.71
H -1.02 -5.86 -0.36
C -1.17 -4.24 3.16
O -1.65 -3.52 2.07
H -1.62 -3.85 4.09
H -0.12 -4.37 3.38
H -1.49 -5.27 3.12
H -1.64 -4.17 1.32
```

Output
energy relative to the best compared isomer or geometry (same formula, charge and spin)	2.495	eV
E_HOMO	-8.693	eV


7.
# C28H37N2O

An isolated ion of composition C28H37N2O and charge +1 in a non-equilibrium geometry (the ωB97M-V functional and the def2-TZVPD basis, OMol25).

The geometry in XYZ format:
```
68
Properties=species:S:1:pos:R:3
C -1.00 0.58 -1.60
C -1.25 -0.65 -0.72
C -2.62 -0.75 0.07
C -1.00 -1.86 -1.50
N -2.01 -2.53 -2.13
C -1.43 -3.73 -2.82
C -2.44 -4.55 -3.58
O -3.40 -3.76 -4.28
C -4.09 -2.79 -3.45
C -3.14 -1.84 -2.73
H -1.05 1.48 -0.99
H 0.01 0.41 -2.00
H -1.67 0.71 -2.44
H -2.43 -1.00 1.16
H -3.13 0.22 -0.04
H -3.25 -1.57 -0.32
H 0.05 -2.20 -1.68
H -0.66 -3.39 -3.55
H -0.94 -4.33 -2.06
H -1.92 -5.08 -4.40
H -2.95 -5.28 -2.92
H -4.72 -2.25 -4.18
H -4.75 -3.29 -2.73
H -3.74 -1.29 -2.00
H -2.83 -1.10 -3.49
C 2.20 0.70 3.64
C 2.40 -0.60 2.87
C 3.77 -1.13 3.29
C 1.33 -1.64 3.18
C 2.43 -0.30 1.36
N 3.63 -0.33 0.75
C 3.54 0.12 -0.58
C 2.19 0.55 -0.76
C 2.01 1.52 -1.76
C 3.05 1.93 -2.61
C 4.38 1.52 -2.34
C 4.67 0.59 -1.32
C 1.42 0.08 0.39
C -0.04 0.10 0.48
C -0.53 1.38 1.12
C 0.11 2.60 0.82
C -0.51 3.83 1.10
C -1.79 3.81 1.73
C -2.53 5.13 1.95
C -2.28 2.63 2.27
C -1.68 1.42 1.93
H 1.25 1.19 3.43
H 2.25 0.49 4.72
H 3.03 1.39 3.41
H 4.03 -2.07 2.78
H 4.55 -0.37 3.14
H 3.77 -1.36 4.36
H 1.51 -2.57 2.61
H 1.37 -1.91 4.25
H 0.31 -1.27 2.98
H 4.55 -0.56 1.17
H 1.04 2.04 -1.86
H 2.83 2.60 -3.42
H 5.20 1.99 -2.92
H 5.64 0.29 -1.05
H -0.36 -0.84 1.02
H 1.07 2.64 0.25
H -0.01 4.76 0.84
H -3.37 4.92 2.61
H -1.88 5.88 2.38
H -2.91 5.52 1.01
H -3.16 2.68 2.93
H -2.16 0.52 2.25
```

Output
energy relative to the best compared isomer or geometry (same formula, charge and spin)	0.360	eV
E_HOMO	-9.956	eV
SMILES string	Cc1ccc([C@H](c2c(C(C)(C)C)[nH]c3ccccc23)C(C)(C)C=[N+]2CCOCC2)cc1
charge	+1


8.
# C4H7FO3Y

C4H7FO3Y as an isolated structure in a non-equilibrium geometry (the ωB97M-V functional and the def2-TZVPD basis, OMol25).

The geometry in XYZ format:
```
16
Properties=species:S:1:pos:R:3
F 2.83 1.20 1.46
O -1.07 -0.61 -1.53
C -1.93 0.10 -2.15
O -2.57 1.01 -1.39
C -2.65 0.97 0.09
C 2.08 0.28 2.15
O 1.41 -0.54 1.23
C 2.24 -1.50 0.55
Y -0.76 -0.33 0.51
H -3.64 0.55 0.33
H -2.63 2.02 0.40
H 1.34 0.81 2.74
H 2.77 -0.33 2.76
H 1.60 -1.99 -0.20
H 3.07 -0.99 0.06
H 2.59 -2.24 1.28
```

Output
E_HOMO	-11.145	eV
charge	+1


| no. | E_tot (eV) |
| --- | --- |
| 1 | -18973.1105 |
| 2 | -28021.9477 |
| 3 | -35344.0052 |
| 4 | -78307.1023 |
| 5 | -156201.0791 |
| 6 | -79176.2146 |
| 7 | -34653.9266 |
| 8 | -14154.0136 |